[1]
113
Properties=species:S:1:pos:R:3:forces:R:3 method="wB97M-V/def2-TZVPD" orbital_gap_ev=9.485 e_homo_ev=-9.11 relative_energy_kcal_mol=0.00 total_charge=0 smiles="CCCOC[PH2](Cl)CCC(N)=O.CCOC(=O)C(F)(F)F.CCOC(=O)C(F)(F)F.CCOC(=O)C(F)(F)F.CCOC(=O)C(F)(F)F.CCOC(=O)C(F)(F)F.CCOC(=O)C(F)(F)F"
C -1.902 0.502 -0.692 0.5316 -0.1414 -0.4862
C -0.978 1.507 -1.397 -0.4125 0.0021 0.3549
C -0.983 2.858 -0.709 0.1701 -0.0450 0.0798
O -2.283 3.425 -0.651 -0.1312 0.0838 0.1531
C -2.616 4.151 -1.818 0.0086 -0.2462 0.0339
P -4.471 4.522 -1.979 1.5429 -0.2072 0.3304
Cl -6.614 5.033 -2.416 -0.6628 0.0716 -0.1397
C -4.821 4.438 -0.170 -0.8580 0.1391 -0.0859
C -5.154 3.039 0.385 0.0953 -0.3420 -0.0160
C -5.847 2.140 -0.608 0.4684 -1.0025 -1.1692
N -7.282 2.118 -0.495 0.5821 -0.0148 -0.2628
O -5.231 1.502 -1.465 -1.0140 1.2836 1.2366
H -1.327 -0.099 0.007 -0.0978 -0.0170 0.3256
H -2.732 0.990 -0.200 -0.1754 0.0738 0.1076
H -2.300 -0.176 -1.440 -0.2161 -0.1780 0.0342
H -1.299 1.612 -2.430 0.1413 0.0971 -0.2208
H 0.040 1.127 -1.377 0.1985 0.0044 -0.2706
H -0.634 2.730 0.315 -0.1359 0.0375 0.2289
H -0.295 3.561 -1.182 0.0909 0.0520 -0.1820
H -2.064 5.094 -1.845 0.1035 0.1544 0.0948
H -2.311 3.575 -2.695 -0.0381 0.0683 -0.2567
H -4.676 3.475 -2.869 -0.1758 -0.0353 0.0907
H -4.153 5.752 -2.560 -0.2821 0.0739 0.0309
H -3.999 4.878 0.382 0.3623 -0.1405 -0.0798
H -5.694 5.053 0.006 -0.0805 0.1991 -0.2018
H -5.831 3.169 1.222 0.0159 0.0594 0.2094
H -4.251 2.539 0.715 0.2116 -0.0128 -0.0547
H -7.649 2.003 -1.433 -0.0637 -0.1367 -0.1255
H -7.534 1.277 0.013 -0.1544 0.0668 0.2762
C -4.040 -3.723 -0.380 0.3565 0.1373 0.0150
C -3.688 -4.669 0.750 -0.4429 0.2174 -0.0691
O -2.275 -4.971 0.752 0.0420 -0.1016 0.0322
C -1.491 -4.061 1.300 -0.1782 -0.1271 -0.1007
O -1.817 -3.030 1.803 0.0564 0.2320 0.1320
C -0.030 -4.541 1.236 0.0379 0.0470 -0.0594
F 0.273 -5.032 0.034 0.0393 -0.0586 -0.1208
F 0.170 -5.510 2.140 0.0089 -0.0693 0.1003
F 0.804 -3.546 1.503 0.1007 0.1405 0.0667
H -3.714 -4.129 -1.338 -0.0848 -0.0790 -0.0029
H -5.114 -3.556 -0.418 -0.0482 -0.0332 0.0339
H -3.549 -2.759 -0.244 -0.0359 0.0140 0.0603
H -4.182 -5.624 0.631 0.1301 -0.1611 -0.0400
H -3.978 -4.261 1.717 0.1657 0.0753 0.0289
C -7.854 -10.761 -0.563 -0.1319 0.1870 -0.0677
C -6.543 -10.033 -0.368 0.0399 -0.4488 0.1045
O -6.578 -8.720 -0.966 0.0670 0.0402 -0.0658
C -7.163 -7.774 -0.254 0.1016 -0.1630 -0.0709
O -7.656 -7.879 0.827 -0.1003 0.0636 0.1830
C -7.084 -6.440 -1.017 -0.1075 0.0877 -0.0712
F -7.405 -6.588 -2.300 -0.0041 -0.0302 -0.1375
F -5.833 -5.956 -0.952 0.0200 -0.1011 -0.0820
F -7.898 -5.542 -0.483 -0.0923 0.0967 0.1242
H -8.109 -10.809 -1.622 0.0498 -0.0615 -0.0125
H -7.778 -11.776 -0.175 0.0317 -0.0164 0.0055
H -8.666 -10.254 -0.044 0.0292 -0.0131 0.0648
H -5.733 -10.552 -0.876 0.0237 0.1083 -0.0904
H -6.281 -9.946 0.685 -0.0665 0.1265 0.0186
C 1.319 -8.241 3.196 0.0572 -0.1616 0.2783
C 2.628 -8.578 2.519 -0.2946 0.1994 -0.3176
O 3.656 -8.884 3.482 0.0919 0.0386 0.0044
C 3.643 -10.110 3.975 -0.0153 0.1726 -0.1088
O 2.882 -10.989 3.706 -0.0894 -0.1889 0.0137
C 4.817 -10.280 4.957 -0.0861 -0.0175 0.0115
F 4.910 -9.239 5.784 0.0339 0.1132 0.1135
F 5.963 -10.379 4.276 0.1657 0.0014 -0.0907
F 4.661 -11.380 5.679 -0.0066 -0.1645 0.1046
H 1.457 -7.426 3.907 -0.0079 0.0702 -0.0705
H 0.583 -7.939 2.455 -0.0039 0.0137 -0.0517
H 0.927 -9.098 3.742 0.0099 -0.0446 -0.0604
H 3.006 -7.723 1.963 0.1178 0.0148 0.0878
H 2.520 -9.410 1.824 0.0334 -0.1056 0.1021
C 4.406 6.240 -3.513 -0.2092 -0.0746 -0.2661
C 3.306 6.771 -2.623 0.4592 0.0369 0.2044
O 2.051 6.857 -3.332 -0.0518 0.0779 0.0092
C 1.368 5.733 -3.441 0.1409 0.1559 0.0542
O 1.662 4.659 -3.011 -0.0311 -0.2074 0.0529
C 0.054 6.005 -4.194 0.0199 -0.0837 -0.0789
F 0.253 6.760 -5.273 0.0015 0.0928 -0.0989
F -0.802 6.641 -3.386 -0.1131 0.1616 0.0846
F -0.508 4.866 -4.578 -0.0783 -0.1603 -0.0335
H 4.493 6.846 -4.416 0.0329 0.0667 0.0457
H 5.356 6.257 -2.988 -0.0401 0.0529 0.0279
H 4.203 5.214 -3.822 0.0050 -0.0305 0.0829
H 3.527 7.789 -2.308 -0.1509 0.0659 -0.0796
H 3.181 6.163 -1.728 -0.1157 -0.0960 -0.0647
C 1.750 0.531 3.383 -0.1542 0.2289 -0.0760
C 3.146 1.095 3.523 0.0015 -0.4686 0.1006
O 3.241 2.410 2.934 0.0577 0.0463 -0.0465
C 2.801 3.406 3.683 0.0814 -0.1882 -0.0931
O 2.342 3.337 4.782 -0.0956 0.0724 0.1809
C 3.009 4.740 2.945 -0.0250 0.1282 0.0165
F 2.618 4.669 1.671 -0.0508 -0.0448 -0.1504
F 4.305 5.072 2.963 0.1733 -0.0118 -0.0149
F 2.328 5.711 3.537 -0.1087 0.1035 0.0859
H 1.446 0.524 2.337 0.0396 -0.0823 -0.0155
H 1.710 -0.488 3.766 0.0521 -0.0232 -0.0070
H 1.029 1.132 3.937 0.0253 -0.0199 0.0638
H 3.866 0.488 2.980 0.0316 0.1181 -0.1067
H 3.462 1.140 4.564 -0.0505 0.1376 0.0250
C 9.954 9.673 -1.737 0.0445 -0.1770 -0.1485
C 8.760 9.068 -1.030 0.1044 0.4109 0.1737
O 8.249 7.926 -1.749 -0.1037 -0.0265 -0.0249
C 8.892 6.786 -1.557 -0.0936 0.1935 0.0070
O 9.837 6.597 -0.855 0.1717 -0.1058 0.0883
C 8.202 5.672 -2.363 0.0684 -0.0846 -0.0782
F 7.925 6.071 -3.606 -0.0523 0.0589 -0.1194
F 7.048 5.336 -1.768 -0.0419 -0.0553 0.1135
F 8.966 4.596 -2.433 0.1104 -0.1405 0.0526
H 9.698 9.927 -2.765 -0.0357 0.0675 0.0223
H 10.273 10.577 -1.221 -0.0212 0.0177 0.0222
H 10.791 8.976 -1.760 0.0072 0.0016 0.0717
H 7.933 9.773 -0.996 -0.0824 -0.0807 -0.0796
H 9.000 8.778 -0.009 0.0391 -0.1324 -0.0339



[2]
86
Properties=species:S:1:pos:R:3:forces:R:3 method="wB97M-V/def2-TZVPD" s_squared=3.755 spin_multiplicity=4 orbital_gap_ev="5.259 / 5.336" e_homo_ev="-8.32 / -8.34" relative_energy_kcal_mol=39.96 total_charge=+1
Nd -0.414 0.684 -0.985 -0.0148 -3.3951 6.3643
C -0.842 -1.939 0.898 0.4609 0.9569 0.2580
C 0.484 -1.959 0.359 -0.6484 1.3171 -0.2065
C 0.518 -0.760 2.333 -0.3073 -0.5199 -1.4304
C -0.816 -1.192 2.110 1.1292 -0.2781 -1.1029
C 1.312 -1.186 1.231 -1.1562 0.3306 0.1349
C -2.018 -2.689 0.409 -0.6375 -0.5316 -0.1151
H -1.882 -3.039 -0.622 -0.0591 0.0035 0.1182
H -2.937 -2.081 0.435 0.1981 -0.1693 -0.0036
H -2.201 -3.581 1.034 -0.0784 0.1876 -0.2509
C -1.942 -0.983 3.039 -0.4610 0.1179 0.3348
H -2.901 -1.004 2.514 -0.0098 -0.0018 0.0698
H -1.860 -0.018 3.553 -0.0512 -0.0727 0.0182
H -1.967 -1.761 3.812 -0.0860 0.1114 -0.0159
C 0.999 -0.051 3.532 0.1940 0.5651 0.5786
H 0.636 -0.528 4.453 0.0843 0.0811 -0.1602
H 0.669 0.996 3.543 0.0892 -0.2416 0.1697
H 2.093 -0.040 3.573 -0.1430 0.0103 0.0508
C 2.759 -0.937 1.077 0.8337 0.0475 0.1098
H 3.363 -1.579 1.739 -0.0233 0.1568 -0.1846
H 3.006 0.105 1.328 0.0787 -0.1766 -0.0338
H 3.097 -1.118 0.049 0.0041 -0.0130 0.1260
C 0.979 -2.852 -0.718 0.3650 -0.5458 -0.1839
H 1.434 -3.761 -0.296 -0.0453 0.0944 -0.1757
H 1.755 -2.371 -1.324 0.0456 -0.0815 -0.0876
H 0.182 -3.188 -1.386 0.0083 -0.0254 0.0482
C -1.844 1.296 -5.839 -0.6234 -0.6970 -0.4261
C -1.940 -0.047 -5.789 -0.8407 0.8478 -2.0353
C -1.174 -0.908 -6.764 0.0309 -0.2832 -0.2623
C 0.340 -0.575 -6.868 -0.3597 -0.6010 -0.6440
C 0.974 0.043 -5.658 1.0654 1.3167 -0.3533
C 1.127 1.376 -5.488 0.3532 -1.2296 -1.0758
C 0.440 2.408 -6.332 0.1666 0.2403 -0.2101
C -0.989 2.063 -6.813 0.0244 0.4978 -0.1131
H -1.642 -0.766 -7.757 0.2158 -0.1653 0.3326
H 0.499 0.048 -7.767 0.1178 -0.2071 0.5775
H -1.288 -1.979 -6.528 -0.1083 0.4613 -0.0010
H -0.953 1.580 -7.806 -0.1444 0.0820 0.5601
H -2.494 1.935 -5.236 0.0062 -0.3831 -0.1618
H -2.816 -0.551 -5.379 0.3575 0.2977 0.2397
H -1.500 3.031 -6.946 0.1656 -0.3697 -0.2316
H 0.398 3.366 -5.786 0.1290 -0.3150 -0.1063
H 1.906 1.768 -4.844 -0.3762 -0.2003 0.2628
H 1.077 2.591 -7.219 -0.2463 0.1024 0.2926
H 0.861 -1.532 -7.060 -0.1256 0.5106 -0.0110
H 1.510 -0.657 -5.022 0.1572 0.2040 0.0608
P -1.913 -0.143 -3.022 1.1592 0.9421 3.3625
P 2.087 1.607 -1.788 -1.1399 -0.4446 0.7591
C -0.797 1.591 -3.220 -0.5557 -0.5355 -1.9489
C 0.425 2.353 -2.587 1.0303 0.7966 -0.7652
H -1.556 2.345 -3.456 0.1925 -0.2730 0.1303
H -0.436 1.145 -4.146 0.1036 0.8495 -0.0145
H 0.873 2.884 -3.437 -0.4497 0.2125 0.2434
H 0.064 3.123 -1.866 0.2995 -0.3615 -0.2363
C 2.769 3.116 -1.068 0.2998 0.2470 -0.0789
H 3.526 2.792 -0.340 -0.1381 0.1720 -0.1866
H 2.014 3.710 -0.533 0.1435 -0.2275 -0.1330
H 3.245 3.720 -1.849 -0.0550 0.0497 0.2451
C 3.280 1.029 -3.012 0.0988 0.2389 -0.4782
H 3.704 1.868 -3.574 0.0866 -0.2276 -0.0518
H 2.826 0.302 -3.695 0.2002 0.1436 0.2328
H 4.080 0.519 -2.457 -0.2143 0.1776 -0.0439
C -3.649 0.261 -3.239 -0.5544 0.1451 -0.7223
H -4.201 -0.687 -3.111 0.1397 0.3393 -0.1239
H -3.868 0.718 -4.210 -0.2628 -0.2252 0.2889
H -3.958 0.942 -2.422 0.4049 -0.4209 -0.2910
C -0.950 -1.540 -3.656 0.2586 -0.1409 -1.2625
H -0.173 -1.897 -2.957 -0.5879 0.2999 0.2050
H -0.433 -1.283 -4.587 -0.3832 -0.4183 0.4112
H -1.662 -2.356 -3.850 0.2277 0.1069 0.0916
O 0.176 4.720 1.015 -0.1282 -0.2480 0.2059
S -0.170 3.589 1.837 0.1127 -1.4961 -0.4276
O 0.791 3.089 2.792 -0.4708 0.6113 -0.7923
N -0.704 2.341 0.828 0.3165 0.4685 -0.1588
C -1.980 1.973 1.035 0.5998 -1.3503 -1.2333
O -2.434 0.991 0.322 0.0827 1.9802 0.9374
C -2.632 2.758 2.096 -0.8923 0.4138 0.7560
C -3.915 2.678 2.671 0.2729 -0.0973 -0.3033
C -4.231 3.505 3.756 0.1283 0.0825 -0.0870
C -3.292 4.409 4.279 0.1671 -0.2452 -0.2909
C -2.020 4.492 3.705 -0.1227 -0.1164 -0.2497
C -1.734 3.689 2.603 -0.6088 0.6601 1.2214
H -4.649 1.980 2.257 0.3004 0.2033 0.2624
H -5.218 3.456 4.223 0.3247 -0.0764 -0.2731
H -3.547 5.040 5.133 0.0782 -0.2689 -0.3037
H -1.250 5.147 4.102 -0.1991 -0.0040 -0.0208